No. 1
74
Properties=species:S:1:pos:R:3:lowdin_charge:R:1 method="wB97M-V/def2-TZVPD" charge=+1 max_force_ha_per_bohr=0.0443 lumo_ev=-3.312 molar_mass_g_mol=624.27 gap_ha=0.24305
C -3.050 -4.567 -0.724 -0.008
C -2.481 -3.307 -0.454 -0.332
N -1.586 -2.762 -1.316 -0.003
C -1.077 -3.503 -2.309 -0.332
C -1.577 -4.774 -2.598 -0.021
C -2.597 -5.300 -1.812 -0.027
C -2.720 -2.658 0.849 -0.316
P -2.253 -0.916 0.975 0.818
Sn -0.876 -0.320 -1.060 1.095
P 0.959 -1.613 -2.268 0.809
C 0.030 -2.919 -3.163 -0.253
O -1.125 -4.039 2.274 -0.189
O 0.982 -4.099 0.945 -0.254
H -3.807 -4.936 -0.036 0.125
H -1.141 -5.315 -3.434 0.121
H -3.028 -6.275 -2.040 0.123
C -3.716 0.167 0.977 -0.230
C -1.468 -0.677 2.597 -0.188
H 0.749 -3.701 -3.448 0.110
H -0.383 -2.473 -4.084 0.110
H -1.907 -3.385 1.722 -0.001
H -3.731 -2.850 1.235 0.101
C 1.848 -0.619 -3.502 -0.213
C 2.174 -2.548 -1.324 -0.213
H 1.634 -3.048 2.307 0.024
H 1.454 -4.956 1.014 0.053
H 0.032 -4.188 1.479 0.005
H -1.644 -4.827 2.547 0.071
H -1.412 0.752 -2.326 -0.023
H 1.869 -2.577 2.910 0.048
H -4.416 -0.175 1.752 0.068
H -3.411 1.204 1.180 0.032
H -4.208 0.133 -0.003 0.058
H -2.257 -0.547 3.354 0.073
H -0.853 -1.554 2.846 0.049
H -0.835 0.221 2.565 0.052
H 2.708 -3.216 -2.019 0.074
H 2.876 -1.847 -0.853 0.055
H 1.677 -3.140 -0.526 0.026
H 2.487 -1.273 -4.113 0.071
H 1.130 -0.093 -4.147 0.057
H 2.469 0.122 -2.978 0.059
C -1.177 4.170 3.340 -0.048
C -1.207 3.908 1.855 -0.229
C -2.444 3.775 1.229 -0.081
C -2.536 3.573 -0.149 -0.101
C -1.374 3.462 -0.894 -0.073
C -0.125 3.528 -0.262 -0.230
N 0.984 3.363 -1.088 0.085
C 2.306 2.975 -0.812 -0.214
C 3.317 3.792 -1.344 -0.021
C 4.655 3.597 -0.992 -0.061
C 5.005 2.524 -0.164 -0.066
C 4.023 1.637 0.276 -0.014
C 2.675 1.824 -0.053 -0.103
C 1.724 0.731 0.350 -0.570
O 2.165 -0.316 0.842 0.019
O 0.453 0.951 0.111 -0.242
C -0.022 3.808 1.116 -0.160
C 1.307 4.003 1.768 -0.009
H -0.662 3.371 3.893 0.090
H -0.680 5.120 3.584 0.089
H -2.201 4.231 3.726 0.077
H -3.346 3.859 1.838 0.110
H -3.505 3.502 -0.632 0.106
H -1.406 3.269 -1.967 0.097
H 0.818 3.557 -2.071 0.143
H 3.029 4.620 -1.993 0.119
H 5.407 4.284 -1.365 0.108
H 6.042 2.364 0.131 0.109
H 4.279 0.766 0.881 0.124
H 1.814 3.042 1.928 0.090
H 1.972 4.643 1.177 0.100
H 1.190 4.465 2.752 0.075

***

No. 2
74
Properties=species:S:1:pos:R:3:lowdin_charge:R:1 method="wB97M-V/def2-TZVPD" charge=0 smiles="c1cc[nH]c1.c1cc[nH]c1.c1cc[nH]c1.c1cc[nH]c1.c1cc[nH]c1.O=C1CCCO1.CO.CO" max_force_ha_per_bohr=0.0678 lumo_ev=0.095 molar_mass_g_mol=485.63 gap_ha=0.29280
C 24.023 -15.471 -1.636 -0.116
C 24.138 -14.719 -0.467 -0.125
C 25.492 -14.457 -0.228 -0.126
N 26.214 -15.175 -1.143 -0.003
C 25.333 -15.821 -1.967 -0.153
H 23.166 -15.704 -2.251 0.093
H 23.224 -14.366 -0.012 0.086
H 26.076 -13.881 0.474 0.103
H 27.203 -15.160 -1.349 0.143
H 25.728 -16.291 -2.855 0.100
C 35.742 -19.821 1.917 -0.136
C 35.647 -19.378 3.217 -0.123
C 34.288 -19.144 3.450 -0.137
N 33.604 -19.258 2.268 0.007
C 34.501 -19.658 1.310 -0.141
H 36.647 -20.058 1.378 0.090
H 36.453 -19.205 3.915 0.093
H 33.815 -18.875 4.383 0.101
H 32.603 -19.246 2.128 0.147
H 34.126 -19.792 0.307 0.100
C 30.697 -11.599 8.648 -0.153
C 31.968 -11.157 8.951 -0.116
C 32.581 -10.774 7.724 -0.115
N 31.666 -11.069 6.742 -0.005
C 30.525 -11.624 7.295 -0.134
H 29.933 -11.849 9.369 0.094
H 32.508 -11.082 9.884 0.085
H 33.500 -10.272 7.458 0.099
H 31.857 -10.912 5.762 0.137
H 29.661 -11.866 6.694 0.104
C 30.876 -10.368 2.262 -0.128
C 31.906 -9.419 2.326 -0.122
C 31.325 -8.307 2.908 -0.150
N 29.985 -8.531 3.128 -0.006
C 29.647 -9.793 2.704 -0.112
H 31.021 -11.332 1.797 0.079
H 32.928 -9.527 1.995 0.093
H 31.786 -7.361 3.151 0.102
H 29.316 -7.875 3.504 0.147
H 28.614 -10.107 2.656 0.100
C 24.689 -21.117 2.634 -0.102
C 25.626 -21.553 3.631 -0.147
C 26.690 -20.697 3.773 -0.110
N 26.449 -19.722 2.790 -0.020
C 25.217 -19.908 2.135 -0.113
H 23.751 -21.590 2.382 0.081
H 25.339 -22.367 4.280 0.084
H 27.587 -20.676 4.375 0.102
H 26.979 -18.874 2.648 0.131
H 25.009 -19.252 1.302 0.095
O 24.865 -13.682 4.788 0.073
C 23.821 -14.336 4.883 -0.451
C 22.379 -13.848 4.794 -0.063
C 21.589 -15.177 4.710 -0.137
C 22.596 -16.244 5.127 -0.189
O 23.850 -15.661 5.128 0.030
H 22.285 -13.319 5.742 0.130
H 22.297 -13.274 3.871 0.125
H 20.668 -15.103 5.289 0.113
H 21.368 -15.302 3.650 0.110
H 22.436 -16.581 6.152 0.127
H 22.559 -17.087 4.438 0.128
C 31.254 -14.308 -1.973 -0.134
O 30.864 -15.290 -0.961 -0.140
H 32.309 -14.226 -2.233 0.069
H 30.658 -14.532 -2.858 0.075
H 31.133 -13.285 -1.615 0.072
H 30.653 -16.132 -1.371 0.061
C 29.528 -15.833 4.222 -0.156
O 29.946 -16.604 3.116 -0.144
H 28.440 -15.883 4.177 0.076
H 29.890 -16.338 5.117 0.080
H 29.935 -14.822 4.187 0.077
H 29.896 -16.098 2.302 0.065